2 unconnected molecules or ions with the total composition C4H8N2 at a distorted geometry. Source: the Open Molecules 2025 dataset; level of theory: wB97M-V/def2-TZVPD.

Element x y z (Å)
C -1.46281 -0.06975 0.14202
C -1.41402 0.50612 -1.08507
C -1.81110 -0.42363 1.37357
C 1.36680 1.35468 -0.77197
N 2.04139 -0.70048 0.22172
N 1.49449 0.46322 0.19960
H -2.02882 -0.00177 -1.78825
H -0.78136 1.29219 -1.38570
H -1.28585 -1.14596 1.94308
H -2.58994 0.20120 1.97580
H 0.87324 2.31235 -0.56227
H 1.79417 1.06920 -1.72277
H 1.72688 -1.20250 1.07529
H 0.89273 0.76409 0.97160

Properties
E_tot, hartree: -266.53475
Multiplicity: 1
Orbital gap, eV: 8.518
Total charge: 0
E_LUMO, eV: 0.8

Which charges does Löwdin predict for the atoms? In e, they are: number 1, C, carries -0.169; number 2, C, carries 0.012; number 3, C, carries -0.030; number 4, C, carries -0.061; number 5, N, carries 0.011; number 6, N, carries -0.266; number 7, H, carries 0.049; number 8, H, carries 0.004; number 9, H, carries 0.025; number 10, H, carries 0.098; number 11, H, carries 0.078; number 12, H, carries 0.074; number 13, H, carries 0.039; number 14, H, carries 0.134

2 unconnected molecules or ions with the total composition C31H36N5O at a distorted geometry. Source: the Open Molecules 2025 dataset; level of theory: wB97M-V/def2-TZVPD.

Element x y z (Å)
C -4.85211 -1.36486 -0.31325
N -3.60824 -0.71410 0.04894
C -2.82309 -0.06048 -0.85906
O -3.04144 0.00815 -2.06873
C -1.63567 0.50776 -0.09918
C -1.53816 2.05302 -0.19888
C -1.27383 2.50856 -1.58730
C -0.22813 2.16885 -2.43977
N -0.48551 2.69622 -3.68994
C -1.66996 3.41743 -3.66592
C -2.33577 4.08493 -4.68081
C -3.56615 4.67889 -4.37444
C -4.13480 4.53576 -3.09188
C -3.46737 3.83475 -2.07718
C -2.20726 3.31183 -2.34991
N -1.86043 0.02811 1.26241
C -0.99145 0.35124 2.24797
C -1.14988 -0.04566 3.55936
C -0.28455 0.25173 4.60484
C -0.49945 -0.27638 5.93279
C 0.46417 -0.03460 6.94702
C 0.27674 -0.49413 8.24538
C -0.87454 -1.21935 8.58730
C -1.82880 -1.50265 7.60377
C -1.65316 -1.05655 6.28922
C -3.10844 -0.73907 1.42014
C -4.13973 -0.06814 2.34965
C -2.93782 -2.20073 1.87304
H -5.06687 -1.20486 -1.37327
H -4.79452 -2.44407 -0.11746
H -5.67356 -0.95452 0.28819
H -0.71004 0.07803 -0.52138
H -2.49771 2.49456 0.13295
H -0.75459 2.40148 0.50263
H 0.64449 1.57010 -2.22451
H 0.08478 2.57936 -4.52322
H -1.87814 4.13181 -5.67142
H -4.09393 5.25350 -5.13496
H -5.10831 4.97968 -2.88002
H -3.89719 3.68665 -1.08099
H -0.11065 0.94121 1.95518
H -2.02756 -0.64565 3.79393
H 0.59501 0.89606 4.43332
H 1.36268 0.52005 6.66041
H 1.03837 -0.28541 8.99737
H -1.02727 -1.56402 9.60603
H -2.72228 -2.08097 7.85426
H -2.40401 -1.31856 5.53915
H -4.41953 0.92413 1.96600
H -5.03637 -0.70367 2.39425
H -3.74085 0.04127 3.36078
H -2.35247 -2.77100 1.13846
H -2.44530 -2.26168 2.84546
H -3.93563 -2.65502 1.96127
C 6.24907 5.25608 5.54567
N 4.80922 5.40418 5.66623
C 4.42519 6.53558 6.49565
C 3.90417 4.52496 5.12647
C 2.58467 4.38840 5.66064
C 1.77794 3.34127 5.19041
N 2.15041 2.48147 4.22206
C 3.29268 2.75367 3.56330
C 4.24073 3.67900 4.02109
H 6.53298 4.31467 5.06630
H 6.67882 6.09735 4.98115
H 6.71385 5.29737 6.54399
H 3.34791 6.73077 6.45052
H 4.72566 6.37324 7.54466
H 4.96295 7.43893 6.16147
H 2.19752 5.02720 6.46522
H 0.77555 3.19121 5.60803
H 3.46858 2.21447 2.62790
H 5.20408 3.74861 3.50481

Properties
E_tot, hartree: -1551.67394
Multiplicity: 1
Orbital gap, eV: 5.232
Total charge: +1
E_LUMO, eV: -4.5

Which charges does Löwdin predict for the atoms? In e, they are: number 1, C, carries 0.000; number 2, N, carries -0.034; number 3, C, carries -0.366; number 4, O, carries 0.100; number 5, C, carries -0.148; number 6, C, carries -0.074; number 7, C, carries -0.186; number 8, C, carries -0.031; number 9, N, carries 0.083; number 10, C, carries -0.202; number 11, C, carries -0.020; number 12, C, carries -0.082; number 13, C, carries -0.086; number 14, C, carries -0.030; number 15, C, carries -0.137; number 16, N, carries 0.058; number 17, C, carries 0.033; number 18, C, carries -0.064; number 19, C, carries 0.058; number 20, C, carries -0.196; number 21, C, carries -0.012; number 22, C, carries -0.055; number 23, C, carries -0.045; number 24, C, carries -0.059; number 25, C, carries -0.002; number 26, C, carries -0.456; number 27, C, carries 0.012; number 28, C, carries 0.013; number 29, H, carries 0.104; number 30, H, carries 0.096; number 31, H, carries 0.095; number 32, H, carries 0.172; number 33, H, carries 0.125; number 34, H, carries 0.119; number 35, H, carries 0.121; number 36, H, carries 0.162; number 37, H, carries 0.113; number 38, H, carries 0.103; number 39, H, carries 0.100; number 40, H, carries 0.104; number 41, H, carries 0.157; number 42, H, carries 0.058; number 43, H, carries 0.091; number 44, H, carries 0.117; number 45, H, carries 0.115; number 46, H, carries 0.115; number 47, H, carries 0.115; number 48, H, carries 0.102; number 49, H, carries 0.107; number 50, H, carries 0.093; number 51, H, carries 0.074; number 52, H, carries 0.109; number 53, H, carries 0.074; number 54, H, carries 0.094; number 55, C, carries -0.055; number 56, N, carries -0.197; number 57, C, carries -0.056; number 58, C, carries -0.214; number 59, C, carries -0.007; number 60, C, carries -0.166; number 61, N, carries -0.009; number 62, C, carries -0.151; number 63, C, carries -0.007; number 64, H, carries 0.081; number 65, H, carries 0.096; number 66, H, carries 0.095; number 67, H, carries 0.079; number 68, H, carries 0.097; number 69, H, carries 0.096; number 70, H, carries 0.101; number 71, H, carries 0.103; number 72, H, carries 0.104; number 73, H, carries 0.104

A molecular structure, C29H38N9OSTl at a distorted geometry. Source: the Open Molecules 2025 dataset; level of theory: wB97M-V/def2-TZVPD.

Element x y z (Å)
Tl -6.90907 13.27044 12.25435
C -10.51625 12.23347 16.87847
C -9.31839 11.67067 17.26526
C -8.17858 12.08016 16.65025
C -8.28931 13.07038 15.71935
N -9.42685 13.69215 15.41640
C -10.55789 13.21707 15.91735
N -7.16397 13.51278 14.91770
C -6.77479 14.68345 15.10529
N -5.97553 15.12278 14.09519
C -5.85608 16.44148 14.17363
N -5.15009 17.20781 13.30376
C -5.49265 17.36786 12.06009
C -4.37562 17.67867 11.07853
C -4.96589 18.54937 10.02632
C -6.27043 18.61102 9.90952
C -7.20759 17.70069 10.58796
N -6.87147 17.08332 11.63538
C -6.43150 16.89429 15.44121
C -6.56682 18.23088 15.86337
C -7.26159 18.43596 17.00603
C -7.89885 17.32534 17.71162
C -7.92413 16.02535 17.18639
C -7.10313 15.87199 16.02612
H -11.40093 11.89222 17.43400
H -9.29574 10.85916 18.03828
H -7.20079 11.81523 16.99968
H -11.45008 13.63803 15.48485
H -3.57114 18.10949 11.63831
H -4.37545 19.14104 9.33178
H -6.79017 19.22410 9.25628
H -8.23526 17.65028 10.18853
H -5.99494 18.99658 15.37781
H -7.32908 19.43909 17.43807
H -8.29680 17.63627 18.63152
H -8.30304 15.26545 17.84320
C -4.54164 8.14881 12.27480
N -4.55691 8.86076 13.56255
C -5.12547 10.09078 13.66105
N -5.05767 10.67401 14.90763
O -5.66063 10.67679 12.70074
H -4.84980 7.13312 12.55034
H -3.59567 8.25210 11.75418
H -5.29688 8.64346 11.68151
H -4.19902 8.31026 14.33900
H -4.67861 10.13771 15.63203
H -5.77182 11.36902 15.11683
C -2.33641 16.30187 16.63058
C -2.29471 15.97641 15.13022
C -2.97427 14.71033 14.71671
C -3.27880 14.54879 13.21140
N -2.14909 14.83112 12.24843
C -2.18202 15.60088 11.13863
S -3.73242 16.24410 10.35372
N -1.11716 15.67312 10.37380
C -0.88407 15.90510 8.93975
C 0.32293 15.05403 8.44958
C 0.27462 14.69565 6.94973
C 0.23128 15.84747 5.93568
H -1.79878 17.18659 16.92699
H -1.82120 15.49095 17.13272
H -3.28414 16.48773 17.05506
H -1.25909 15.97227 14.91645
H -2.66356 16.98121 14.56758
H -3.99148 14.71635 15.14152
H -2.38243 13.86523 15.11447
H -4.03697 15.29223 12.98634
H -3.72114 13.57070 12.92308
H -1.20445 14.42584 12.43862
H -0.29467 15.18576 10.70242
H -0.62243 16.98104 8.77589
H -1.84080 15.72363 8.42366
H 0.34250 14.11856 9.09721
H 1.14711 15.68214 8.68205
H -0.67724 14.18160 6.81265
H 1.05289 13.99543 6.66972
H -0.75702 16.23706 5.93844
H 0.42703 15.49870 4.87959
H 0.88924 16.69480 6.23207

Properties
E_tot, hartree: -2266.01944
Multiplicity: 1
Orbital gap, eV: 7.485
Total charge: +2
E_LUMO, eV: -6.1

Which charges does Löwdin predict for the atoms? In e, they are: number 1, Tl, carries 0.928; number 2, C, carries -0.055; number 3, C, carries -0.059; number 4, C, carries -0.038; number 5, C, carries -0.341; number 6, N, carries 0.130; number 7, C, carries -0.107; number 8, N, carries 0.079; number 9, C, carries -0.336; number 10, N, carries 0.036; number 11, C, carries -0.249; number 12, N, carries 0.214; number 13, C, carries -0.256; number 14, C, carries -0.538; number 15, C, carries -0.082; number 16, C, carries -0.031; number 17, C, carries -0.083; number 18, N, carries 0.153; number 19, C, carries -0.123; number 20, C, carries -0.006; number 21, C, carries -0.032; number 22, C, carries -0.005; number 23, C, carries 0.032; number 24, C, carries -0.045; number 25, H, carries 0.122; number 26, H, carries 0.141; number 27, H, carries 0.110; number 28, H, carries 0.117; number 29, H, carries 0.128; number 30, H, carries 0.135; number 31, H, carries 0.100; number 32, H, carries 0.144; number 33, H, carries 0.116; number 34, H, carries 0.121; number 35, H, carries 0.094; number 36, H, carries 0.113; number 37, C, carries -0.042; number 38, N, carries 0.013; number 39, C, carries -0.598; number 40, N, carries 0.172; number 41, O, carries -0.148; number 42, H, carries 0.098; number 43, H, carries 0.085; number 44, H, carries 0.074; number 45, H, carries 0.146; number 46, H, carries 0.080; number 47, H, carries 0.068; number 48, C, carries -0.094; number 49, C, carries -0.278; number 50, C, carries -0.188; number 51, C, carries -0.156; number 52, N, carries 0.074; number 53, C, carries -0.432; number 54, S, carries 1.100; number 55, N, carries 0.023; number 56, C, carries -0.176; number 57, C, carries -0.173; number 58, C, carries -0.250; number 59, C, carries -0.100; number 60, H, carries 0.075; number 61, H, carries 0.080; number 62, H, carries 0.052; number 63, H, carries 0.081; number 64, H, carries 0.147; number 65, H, carries 0.100; number 66, H, carries 0.132; number 67, H, carries 0.041; number 68, H, carries 0.119; number 69, H, carries 0.182; number 70, H, carries 0.139; number 71, H, carries 0.142; number 72, H, carries 0.103; number 73, H, carries 0.133; number 74, H, carries 0.101; number 75, H, carries 0.104; number 76, H, carries 0.108; number 77, H, carries 0.046; number 78, H, carries 0.103; number 79, H, carries 0.087

A single C4H3NO2S molecule at a distorted geometry. Source: the Open Molecules 2025 dataset; level of theory: wB97M-V/def2-TZVPD.

Element x y z (Å)
O -1.49904 -1.42380 1.32681
C -1.06089 -0.38831 1.18195
O -1.48234 0.70417 1.73316
N -1.05021 1.88211 1.01667
C -0.00089 1.44228 0.22948
C 0.03100 0.05234 0.25439
C 0.93187 -0.56940 -0.57862
S 0.56192 -2.15452 -1.23963
H 0.63090 2.21108 -0.32014
H 1.59510 0.04130 -1.30356
H 1.34257 -1.79725 -2.30052

Properties
E_tot, hartree: -757.52914
Multiplicity: 1
Orbital gap, eV: 7.993
Total charge: 0
E_LUMO, eV: -1.0

Which charges does Löwdin predict for the atoms? In e, they are: number 1, O, carries 0.199; number 2, C, carries -0.576; number 3, O, carries 0.033; number 4, N, carries 0.125; number 5, C, carries -0.080; number 6, C, carries -0.262; number 7, C, carries -0.399; number 8, S, carries 0.811; number 9, H, carries 0.150; number 10, H, carries 0.109; number 11, H, carries -0.109